Entry 1:
{
  "formula": "C35H29AsN6OOsS",
  "method": "ωB97M-V/def2-TZVPD",
  "species": ["Os", "C", "N", "C", "C", "N", "C", "C", "C", "C", "C", "C", "N", "C", "N", "C", "C", "C", "C", "C", "C", "N", "H", "H", "H", "H", "H", "H", "H", "H", "H", "H", "H", "H", "H", "H", "H", "S", "C", "C", "C", "C", "C", "C", "As", "C", "C", "C", "C", "C", "C", "C", "C", "C", "C", "C", "C", "H", "H", "H", "H", "H", "H", "H", "H", "H", "H", "H", "H", "H", "H", "O", "C", "N"],
  "positions_angstrom": [[0.081, -0.902, 0.949], [-1.957, -0.949, 2.954], [-1.659, -2.266, 3.441], [-0.438, -2.918, 2.985], [-0.611, -3.502, 1.610], [-0.364, -2.851, 0.472], [-0.702, -3.717, -0.555], [-0.710, -3.548, -1.936], [-1.120, -4.617, -2.704], [-1.493, -5.834, -2.126], [-1.507, -6.015, -0.759], [-1.124, -4.934, 0.020], [-1.052, -4.749, 1.382], [-0.924, 0.199, 3.287], [-0.148, 0.676, 2.147], [-0.032, 2.018, 2.285], [0.808, 2.922, 1.633], [0.786, 4.239, 2.042], [-0.064, 4.679, 3.064], [-0.916, 3.805, 3.717], [-0.888, 2.478, 3.333], [-1.570, 1.386, 3.790], [-2.911, -0.644, 3.388], [-2.114, -0.987, 1.856], [-1.752, -2.325, 4.446], [-0.216, -3.730, 3.679], [0.446, -2.243, 2.998], [-0.412, -2.614, -2.388], [-1.167, -4.503, -3.776], [-1.785, -6.647, -2.767], [-1.802, -6.953, -0.318], [-1.309, -5.418, 2.093], [1.494, 2.578, 0.872], [1.450, 4.952, 1.582], [-0.046, 5.716, 3.363], [-1.555, 4.138, 4.520], [-2.094, 1.377, 4.649], [2.668, -0.935, 1.061], [3.167, 0.273, -0.092], [4.529, 0.592, -0.165], [4.974, 1.575, -1.026], [4.082, 2.235, -1.860], [2.738, 1.889, -1.836], [2.266, 0.929, -0.949], [0.386, 0.416, -1.047], [0.414, -0.175, -2.908], [-0.361, 0.468, -3.865], [-0.324, 0.033, -5.181], [0.469, -1.046, -5.535], [1.269, -1.667, -4.586], [1.244, -1.236, -3.271], [-0.786, 1.976, -1.048], [-2.133, 1.682, -0.832], [-3.062, 2.703, -0.727], [-2.645, 4.024, -0.811], [-1.309, 4.318, -1.035], [-0.377, 3.298, -1.161], [5.223, 0.053, 0.459], [6.022, 1.821, -1.056], [4.431, 2.997, -2.539], [2.040, 2.356, -2.528], [-0.993, 1.303, -3.579], [-0.925, 0.532, -5.925], [0.466, -1.402, -6.554], [1.904, -2.493, -4.872], [1.857, -1.732, -2.522], [-2.441, 0.639, -0.747], [-4.107, 2.476, -0.567], [-3.361, 4.825, -0.700], [-0.983, 5.345, -1.101], [0.666, 3.541, -1.325], [1.588, 0.324, 5.860], [0.794, 0.102, 5.065], [-0.010, -0.331, 4.280]],
  "forces_ev_per_a": [[1.23, -0.54, -1.06], [-0.02, 0.14, -0.04], [-0.02, -0.19, 0.15], [-0.30, 0.21, -0.21], [0.07, -0.56, 0.25], [-0.08, -0.05, 0.21], [-0.34, -0.81, -0.24], [0.00, 0.10, 0.13], [0.04, 0.18, 0.03], [-0.04, -0.05, 0.12], [0.01, -0.03, 0.03], [0.18, 0.50, -0.85], [0.11, 0.38, 0.31], [-0.05, -0.31, 0.72], [-0.40, 1.73, 0.42], [0.11, -0.82, -0.15], [0.39, 0.57, -0.02], [0.34, -0.71, -0.56], [-0.68, -0.19, 0.61], [0.06, 0.49, 0.08], [-0.38, -0.51, 0.26], [0.23, 0.86, -0.38], [0.01, -0.02, -0.14], [-0.12, 0.14, 0.25], [0.06, -0.01, -0.08], [0.16, 0.10, -0.04], [-0.05, -0.11, -0.08], [-0.10, -0.05, 0.04], [0.06, -0.04, -0.10], [-0.07, -0.15, -0.10], [-0.07, -0.14, 0.04], [0.02, 0.07, -0.03], [0.01, 0.04, 0.01], [0.10, 0.07, -0.11], [0.01, 0.07, 0.01], [-0.08, 0.07, 0.07], [-0.06, -0.01, 0.11], [0.09, 0.32, -0.51], [-0.64, -0.48, 0.57], [0.33, 0.10, -0.04], [0.11, -0.09, 0.11], [0.02, -0.06, 0.06], [-0.52, -0.15, 0.09], [-0.29, 0.55, -0.38], [-0.10, -0.20, -0.17], [-0.14, -0.10, 0.25], [-0.06, 0.11, 0.33], [-0.03, -0.06, -0.03], [0.00, 0.07, -0.02], [0.03, -0.05, 0.06], [0.09, 0.15, 0.19], [0.13, -0.18, 0.09], [0.17, -0.33, -0.01], [-0.03, 0.02, 0.04], [0.03, 0.02, 0.00], [0.03, 0.01, -0.01], [0.12, -0.14, -0.12], [0.12, -0.02, 0.13], [0.14, 0.01, -0.01], [0.05, 0.05, -0.08], [0.20, -0.07, 0.03], [0.00, -0.05, -0.09], [-0.08, 0.04, -0.08], [0.05, 0.00, -0.10], [0.04, -0.05, 0.00], [0.00, 0.02, -0.09], [-0.06, 0.21, 0.01], [-0.03, -0.04, 0.00], [-0.04, 0.03, -0.03], [0.00, 0.09, -0.04], [-0.08, 0.05, 0.02], [0.83, 0.58, 0.80], [-0.20, -0.36, -0.25], [-0.64, -0.46, -0.39]],
  "mulliken_charge": [1.024, -1.893, -0.096, -1.063, 0.530, 0.430, 0.103, 0.002, -0.913, -0.489, -1.127, 0.411, -0.048, 1.037, -0.244, 0.526, -0.065, -0.859, -0.716, -1.199, 0.528, -0.068, 0.567, 0.402, 0.375, 0.647, 0.280, 0.330, 0.478, 0.413, 0.434, 0.261, 0.430, 0.536, 0.448, 0.497, 0.339, -0.332, 1.452, -0.499, -0.621, -0.961, -0.311, -0.657, 0.540, 0.692, -0.331, -0.725, -0.671, -0.587, -0.973, 0.623, -0.576, -0.784, -0.621, -0.638, -0.418, 0.503, 0.435, 0.470, 0.546, 0.464, 0.454, 0.430, 0.479, 0.393, 0.433, 0.443, 0.448, 0.471, 0.248, -0.399, 0.525, -0.195],
  "homo_lumo_gap_ev": [7.0, 5.5],
  "s2": 6.047,
  "lumo_ev": [-5.70, -8.36],
  "multiplicity": 5,
  "charge": 2
}

=====

Entry 2:
{
  "formula": "C46H50KN13O7S",
  "method": "ωB97M-V/def2-TZVPD",
  "species": ["K", "N", "C", "N", "C", "N", "N", "C", "N", "C", "C", "C", "C", "C", "N", "H", "H", "H", "H", "H", "H", "H", "H", "C", "O", "C", "C", "C", "C", "C", "C", "N", "C", "N", "C", "C", "C", "C", "C", "C", "O", "C", "N", "C", "C", "C", "C", "C", "C", "O", "C", "H", "H", "H", "H", "H", "H", "H", "H", "H", "H", "H", "H", "H", "H", "H", "H", "H", "H", "H", "H", "H", "H", "C", "C", "N", "O", "C", "C", "N", "O", "H", "H", "H", "H", "H", "H", "H", "C", "C", "O", "C", "C", "C", "C", "C", "C", "O", "H", "H", "H", "H", "H", "H", "H", "C", "N", "C", "C", "N", "C", "S", "H", "H", "H", "H", "H", "H"],
  "positions_angstrom": [[0.692, -0.657, 1.198], [0.377, -3.235, -1.404], [-0.260, -3.880, -0.419], [-0.633, -5.150, -0.660], [-1.319, -5.697, 0.334], [-1.747, -6.995, 0.145], [-1.627, -5.134, 1.495], [-1.144, -3.893, 1.642], [-0.512, -3.197, 0.709], [-1.498, -3.197, 2.915], [-2.122, -3.904, 3.942], [-2.431, -3.239, 5.109], [-2.115, -1.890, 5.218], [-1.504, -1.272, 4.142], [-1.202, -1.905, 3.010], [0.633, -3.753, -2.223], [0.828, -2.347, -1.232], [-1.824, -7.270, -0.819], [-2.497, -7.272, 0.756], [-2.321, -4.956, 3.805], [-2.906, -3.764, 5.930], [-2.335, -1.325, 6.115], [-1.244, -0.221, 4.179], [-3.522, 3.683, -3.716], [-2.597, 3.679, -2.651], [-1.271, 3.603, -2.985], [-0.744, 4.135, -4.151], [0.628, 4.084, -4.379], [1.466, 3.498, -3.445], [0.931, 2.934, -2.295], [-0.435, 2.970, -2.057], [-1.006, 2.418, -0.905], [-1.986, 1.417, -0.983], [-2.013, 0.689, -2.132], [-0.790, 0.205, -2.726], [0.308, -0.083, -1.916], [1.456, -0.447, -2.657], [1.485, -0.563, -4.038], [0.343, -0.301, -4.794], [-0.799, 0.101, -4.121], [-1.986, 0.420, -4.762], [-1.973, 0.376, -6.163], [-2.814, 1.329, -0.003], [-3.721, 0.255, -0.018], [-3.303, -1.027, 0.353], [-4.162, -2.111, 0.350], [-5.487, -1.931, -0.029], [-5.929, -0.669, -0.385], [-5.067, 0.427, -0.378], [-5.648, 1.603, -0.801], [-5.196, 2.855, -0.304], [-4.502, 3.515, -3.270], [-3.299, 2.875, -4.417], [-3.533, 4.643, -4.244], [-1.394, 4.601, -4.881], [1.032, 4.495, -5.297], [2.531, 3.425, -3.626], [1.561, 2.385, -1.603], [-0.359, 2.264, -0.141], [-2.846, 0.135, -2.265], [2.383, -0.654, -2.125], [2.400, -0.852, -4.550], [0.367, -0.391, -5.872], [-2.970, 0.672, -6.492], [-1.760, -0.632, -6.538], [-1.234, 1.068, -6.582], [-2.268, -1.160, 0.640], [-3.794, -3.087, 0.642], [-6.176, -2.766, -0.040], [-6.957, -0.494, -0.679], [-5.964, 3.570, -0.602], [-4.230, 3.148, -0.710], [-5.120, 2.838, 0.788], [4.525, -1.842, 4.774], [3.254, -1.897, 3.961], [2.784, -0.875, 3.353], [3.559, 0.286, 3.518], [2.565, -3.196, 3.869], [3.138, -4.410, 4.549], [1.465, -3.258, 3.172], [0.869, -4.403, 3.056], [5.056, -0.912, 4.597], [5.168, -2.688, 4.526], [4.293, -1.917, 5.840], [3.216, 0.827, 2.784], [3.469, -4.201, 5.570], [3.994, -4.835, 4.009], [2.354, -5.167, 4.569], [4.991, -2.312, 0.195], [4.005, -1.156, 0.143], [2.823, -1.414, 0.228], [4.530, 0.216, -0.065], [5.733, 0.348, -0.768], [6.266, 1.571, -1.126], [5.576, 2.724, -0.743], [4.409, 2.637, -0.023], [3.827, 1.391, 0.358], [2.757, 1.373, 1.071], [4.477, -3.151, 0.661], [5.892, -2.060, 0.754], [5.282, -2.600, -0.819], [6.256, -0.552, -1.069], [7.187, 1.629, -1.692], [5.965, 3.702, -1.007], [3.900, 3.541, 0.293], [-2.111, 4.385, 2.250], [-0.720, 4.305, 1.863], [-0.112, 5.059, 0.874], [1.097, 4.508, 0.644], [1.225, 3.426, 1.489], [0.104, 3.282, 2.233], [-0.219, 2.127, 3.415], [-2.489, 5.371, 1.978], [-2.195, 4.230, 3.324], [-2.675, 3.605, 1.732], [-0.608, 5.890, 0.406], [1.855, 4.777, -0.070], [1.933, 2.643, 1.398]],
  "forces_ev_per_a": [[-0.27, 0.18, 0.53], [0.26, -0.11, 0.02], [-0.05, 0.00, 0.02], [-0.02, 0.02, 0.00], [0.01, 0.01, 0.03], [0.02, -0.01, -0.01], [-0.01, -0.02, -0.05], [-0.02, 0.04, 0.11], [-0.09, -0.14, -0.09], [0.08, -0.03, -0.04], [0.01, 0.00, 0.01], [0.00, 0.01, 0.01], [0.01, -0.01, 0.01], [0.02, -0.01, 0.00], [-0.15, 0.05, -0.06], [-0.01, 0.00, 0.00], [-0.25, 0.09, -0.06], [-0.01, 0.00, 0.00], [-0.01, 0.00, 0.00], [0.00, 0.00, -0.01], [0.00, 0.00, 0.00], [0.00, 0.00, 0.00], [-0.01, 0.00, 0.00], [-0.01, -0.02, 0.01], [-0.02, 0.01, 0.00], [0.05, -0.03, -0.02], [-0.01, 0.03, -0.02], [0.02, 0.00, -0.02], [-0.03, -0.02, 0.00], [0.07, -0.03, -0.01], [-0.10, 0.01, 0.03], [0.19, 0.08, 0.26], [-0.09, 0.12, 0.11], [-0.03, 0.06, -0.05], [0.01, -0.10, 0.04], [0.02, -0.06, -0.12], [0.00, 0.04, 0.01], [0.02, 0.03, 0.00], [0.05, -0.01, -0.05], [-0.03, 0.05, 0.01], [-0.02, 0.01, 0.02], [-0.02, 0.02, -0.02], [-0.07, 0.04, -0.08], [-0.02, 0.05, -0.05], [0.05, 0.00, 0.03], [-0.03, 0.03, 0.00], [0.01, -0.04, 0.01], [0.01, 0.06, 0.04], [-0.11, -0.04, 0.07], [0.13, -0.02, -0.18], [-0.01, -0.04, 0.15], [0.00, -0.01, -0.01], [0.01, -0.02, -0.03], [0.00, -0.02, -0.01], [-0.01, -0.01, 0.01], [0.00, 0.00, 0.00], [0.00, 0.01, 0.00], [-0.02, 0.05, 0.02], [-0.06, -0.01, -0.12], [0.04, -0.07, 0.00], [0.01, -0.02, 0.01], [0.00, 0.00, 0.00], [0.01, 0.00, 0.02], [0.00, 0.00, 0.00], [0.00, 0.00, 0.00], [-0.01, 0.00, 0.00], [0.00, 0.00, -0.02], [0.01, -0.01, 0.01], [0.00, 0.00, 0.00], [0.00, 0.00, 0.00], [0.00, 0.01, 0.03], [0.03, -0.02, -0.03], [0.01, -0.01, -0.02], [0.01, 0.00, 0.00], [0.06, -0.05, 0.07], [-0.04, 0.00, -0.14], [0.03, -0.06, 0.05], [-0.05, 0.00, -0.04], [-0.02, -0.01, 0.00], [0.04, -0.09, -0.06], [0.00, 0.07, 0.05], [-0.01, -0.01, -0.01], [0.00, -0.01, 0.00], [0.00, 0.01, 0.00], [-0.03, 0.07, -0.05], [0.01, 0.01, 0.00], [0.00, 0.00, 0.00], [0.00, 0.00, 0.00], [0.00, 0.00, 0.07], [0.03, 0.00, 0.03], [0.37, -0.04, -0.24], [0.05, -0.01, -0.07], [0.00, 0.00, 0.01], [-0.01, 0.01, 0.01], [0.00, -0.02, 0.00], [0.03, 0.02, -0.01], [-0.01, 0.06, -0.06], [0.09, -0.25, 0.00], [0.00, 0.00, 0.00], [0.01, 0.01, 0.00], [-0.01, 0.00, 0.00], [0.00, 0.00, 0.01], [0.00, 0.01, 0.00], [0.01, -0.01, 0.00], [0.00, -0.03, 0.01], [0.03, -0.01, -0.01], [-0.01, -0.04, -0.09], [0.00, 0.01, -0.02], [-0.04, 0.02, 0.06], [-0.24, 0.03, -0.04], [-0.11, 0.20, 0.19], [0.04, -0.02, -0.14], [-0.01, -0.02, 0.00], [0.00, 0.00, -0.01], [-0.03, 0.00, 0.01], [-0.01, 0.00, -0.01], [0.00, -0.02, 0.00], [0.22, 0.00, -0.05]],
  "mulliken_charge": [0.849, 0.093, -0.266, -0.840, 0.230, -0.493, -0.351, -0.004, 1.099, 0.532, -1.410, -0.545, -0.859, -0.125, 1.054, 0.232, -0.233, 0.268, 0.257, 0.499, 0.391, 0.441, -0.144, -0.828, -0.279, 0.803, -0.413, -1.057, -1.041, 0.275, 0.094, 1.225, -0.807, 0.627, -1.181, 2.166, -0.625, -1.400, -0.650, 0.670, -0.330, -1.192, 0.023, -0.913, 0.452, -0.554, -0.773, -0.526, 0.767, -0.546, -0.482, 0.232, 0.223, 0.285, 0.318, 0.363, 0.482, 0.364, -0.492, 0.475, -0.280, 0.370, 0.348, 0.266, 0.424, 0.417, 0.320, 0.437, 0.368, 0.385, 0.236, 0.013, 0.333, -1.833, 0.689, 0.379, -0.598, 0.004, -1.705, 0.644, -0.824, 0.465, 0.321, 0.328, 0.287, 0.368, 0.237, 0.406, -2.231, 0.644, -0.455, 1.181, -0.925, -0.894, -0.750, -0.613, 0.781, -0.698, 0.407, 0.397, 0.458, 0.337, 0.362, 0.369, 0.318, -1.008, 0.399, -0.602, -0.566, 0.467, -0.160, -0.436, 0.291, 0.340, 0.327, 0.437, 0.404, 0.183],
  "homo_lumo_gap_ev": 5.5,
  "lumo_ev": 3.96,
  "charge": -2
}